# 1
77
Properties=species:S:1:pos:R:3:forces:R:3 method="wB97M-V/def2-TZVPD" spin_multiplicity=5 homo_lumo_gap_ev="7.631 / 7.467" charge=-1
Fe 0.9924 -0.4682 -1.4635 1.3 1.2 -0.9
C -0.3354 -4.3125 -0.0384 -0.1 -0.2 -0.2
C -0.1352 -3.0331 -0.7854 -0.2 -0.5 0.2
N 0.5158 -2.0646 -0.2843 0.1 0.2 0.3
N 1.1260 -2.1687 0.9139 0.4 0.0 0.4
C 1.9571 -1.1265 1.0512 -0.4 -0.1 -0.5
O 2.0402 -0.1616 0.2315 0.4 0.0 0.6
C 2.8738 -1.1439 2.2167 0.1 -0.1 0.2
C 2.6894 -2.0337 3.2709 0.0 0.0 0.0
C 3.5796 -2.0448 4.3347 0.0 0.0 0.0
C 4.6665 -1.1798 4.3456 0.0 0.0 0.0
C 4.8612 -0.3029 3.2863 0.0 0.0 0.0
C 3.9642 -0.2807 2.2293 0.0 0.0 -0.1
C -0.5509 -2.8017 -2.1778 -0.2 0.1 -0.3
C -1.2818 -3.7053 -2.9386 0.0 -0.3 0.2
C -1.6181 -3.3923 -4.2434 -0.1 -0.1 0.0
C -1.2044 -2.1879 -4.7790 0.0 0.0 -0.1
C -0.4596 -1.3444 -3.9770 0.1 0.1 0.2
N -0.1489 -1.6363 -2.7158 -0.6 -0.3 -0.5
H -0.4999 -4.0937 1.0151 0.0 0.0 0.0
H -1.1773 -4.8853 -0.4301 0.1 0.0 0.1
H 0.5684 -4.9256 -0.1071 0.0 0.0 0.0
H 1.8415 -2.7058 3.2365 0.0 0.0 0.0
H 3.4311 -2.7344 5.1579 0.0 0.0 0.0
H 5.3597 -1.1877 5.1792 0.0 0.0 0.0
H 5.7164 0.3631 3.2847 0.0 0.0 0.0
H 4.0900 0.3927 1.3899 0.0 0.0 0.1
H -1.5757 -4.6496 -2.4995 0.0 0.0 -0.1
H -2.2004 -4.0846 -4.8387 0.0 0.0 0.0
H -1.4431 -1.9025 -5.7947 0.0 0.0 0.0
H -0.0759 -0.4028 -4.3486 0.0 0.0 0.0
F -3.4133 2.8733 -4.8346 0.1 -0.1 -0.1
C -2.7589 1.8297 -4.3180 0.1 0.1 0.0
F -3.6379 0.8512 -4.0833 -0.1 0.0 -0.1
F -1.8772 1.3903 -5.2247 -0.1 0.0 0.1
S -1.9440 2.2961 -2.7222 0.0 -0.1 -0.1
O -1.6524 1.0387 -2.0799 0.2 -0.1 0.0
O -2.9048 3.1548 -2.0970 0.1 0.0 0.0
N -0.7017 3.0546 -3.2987 0.4 0.0 0.6
S 0.7979 2.9909 -2.7885 -0.3 0.0 -0.4
O 1.2438 4.2169 -2.2003 -0.1 0.0 0.0
O 1.2214 1.7710 -2.1356 -0.5 0.0 0.1
C 1.5798 2.9578 -4.4570 -0.1 0.0 0.0
F 1.1967 1.8792 -5.1408 0.1 0.2 0.0
F 1.2094 4.0534 -5.1352 0.1 -0.2 0.0
F 2.9030 2.9568 -4.3452 0.0 0.0 0.0
C -0.4671 2.8522 0.6635 0.1 -0.2 -0.1
P -0.6924 1.0414 0.9851 -0.3 0.4 0.2
C -2.5024 1.0594 1.3545 0.0 -0.1 -0.1
C -3.0720 1.8438 2.3580 0.0 0.0 0.0
C -4.4441 1.8453 2.5600 0.0 0.0 0.0
C -5.2676 1.0609 1.7588 0.0 0.0 0.0
C -4.7130 0.2770 0.7587 0.0 0.0 0.0
C -3.3366 0.2766 0.5596 0.0 0.0 0.0
C -0.0437 0.9712 2.7079 0.1 -0.2 -0.1
C -0.5876 0.0788 3.6353 0.0 0.0 -0.1
C -0.0458 -0.0451 4.9057 0.0 0.0 0.0
C 1.0571 0.7165 5.2716 0.0 0.0 0.0
C 1.6142 1.5970 4.3563 0.0 0.0 0.0
C 1.0728 1.7175 3.0819 0.0 0.0 0.0
H 0.5009 3.0261 0.1962 0.0 0.0 0.0
H -0.5349 3.4278 1.5860 -0.1 0.0 0.0
H -1.2465 3.1863 -0.0228 0.0 0.0 0.0
H -2.4331 2.4496 2.9918 0.0 0.0 0.0
H -4.8745 2.4604 3.3419 0.0 0.0 0.0
H -6.3404 1.0671 1.9149 0.0 0.0 0.0
H -5.3518 -0.3308 0.1284 0.0 0.0 0.0
H -2.8952 -0.3225 -0.2300 0.0 0.0 0.0
H -1.4479 -0.5182 3.3528 0.0 0.0 0.0
H -0.4835 -0.7409 5.6133 0.0 0.0 0.0
H 1.4881 0.6126 6.2610 0.0 0.0 0.0
H 2.4831 2.1845 4.6304 0.0 0.0 0.0
H 1.5353 2.3856 2.3642 0.0 0.0 0.0
O 2.8320 -1.9876 -1.9559 -0.1 0.2 -0.1
C 3.0620 -1.3270 -2.9920 -0.1 0.0 0.1
O 2.3737 -0.3529 -3.3884 -0.2 -0.1 0.2
H 3.9324 -1.6217 -3.6089 0.0 0.0 0.0

# 2
71
Properties=species:S:1:pos:R:3:forces:R:3 method="wB97M-V/def2-TZVPD" homo_lumo_gap_ev="6.241 / 6.210" charge=-1
Fe -0.0251 -0.2287 -0.3713 0.3 0.4 0.4
N -4.1120 1.0302 -0.1101 -0.1 0.0 0.0
C -2.8715 0.4334 -0.0124 0.1 0.0 0.1
S -2.0977 -0.0517 -1.4854 -0.1 -0.1 0.1
N -2.3972 0.2831 1.1917 -0.1 0.1 -0.1
N -1.1970 -0.4216 1.1565 0.0 -0.1 0.1
C -0.9558 -1.1729 2.1611 0.0 0.0 0.0
C 0.1447 -2.1132 2.1975 0.1 0.0 0.0
C 0.5217 -2.6493 3.4355 0.0 0.0 0.0
C 1.5014 -3.6112 3.5510 0.0 0.0 0.0
C 2.1011 -4.0877 2.3765 0.0 0.0 0.0
C 1.7363 -3.6066 1.1438 0.0 0.0 0.0
C 0.7582 -2.5824 0.9889 0.0 0.0 0.0
O 0.4861 -2.1401 -0.1854 -0.1 0.0 -0.1
H -4.2886 1.4835 -0.9902 0.0 0.0 0.0
H -4.3929 1.5444 0.7107 0.0 0.0 0.0
H -1.6541 -1.1436 2.9975 0.0 0.0 0.0
H 0.0153 -2.2842 4.3249 0.0 0.0 0.0
H 1.7865 -4.0015 4.5195 0.0 0.0 0.0
H 2.8690 -4.8521 2.4399 0.0 0.0 0.0
H 2.2031 -3.9703 0.2362 0.0 0.0 0.0
N -3.2531 2.9097 -5.0029 0.0 0.0 0.0
C -2.0642 2.2447 -4.6475 0.0 0.0 0.0
C -1.0064 2.9672 -4.0922 -0.1 0.0 0.0
C 0.1356 2.3147 -3.6731 0.0 0.0 0.0
C 0.2409 0.9382 -3.8101 0.0 0.0 0.0
C -0.7966 0.2153 -4.3676 0.0 0.0 -0.1
C -1.9472 0.8669 -4.7869 0.0 0.0 0.0
S 1.7352 0.1373 -3.2996 -0.1 0.1 -0.1
O 1.7107 -1.1882 -3.8623 0.1 0.0 0.0
O 2.8165 1.0190 -3.6760 0.0 0.0 0.1
N 1.5041 0.1348 -1.7028 0.2 -0.1 -0.1
C 2.4961 0.0138 -0.8004 0.0 -0.1 0.1
N 3.7981 -0.1587 -1.0747 0.0 0.1 0.0
C 4.5982 -0.2960 -0.0288 0.0 0.0 0.0
C 4.1670 -0.2893 1.2900 0.0 0.0 0.0
C 2.8023 -0.1269 1.4784 0.0 0.1 0.0
N 1.9784 0.0489 0.4630 -0.1 -0.1 -0.2
H -3.0988 3.8525 -5.3269 0.0 0.0 0.0
H -3.8165 2.3961 -5.6628 0.0 0.0 0.0
H -1.0941 4.0416 -3.9743 0.0 0.0 0.0
H 0.9598 2.8693 -3.2440 0.0 0.0 0.0
H -0.6986 -0.8589 -4.4555 0.0 0.0 0.0
H -2.7711 0.2970 -5.2020 0.0 0.0 0.0
H 5.6518 -0.4355 -0.2600 0.0 0.0 0.0
H 4.8437 -0.4339 2.1187 0.0 0.0 0.0
H 2.3566 -0.1429 2.4681 0.0 0.0 0.0
O -0.1235 1.9382 -0.1820 0.0 -0.1 -0.2
S -0.3075 2.8515 0.9772 0.0 -0.1 0.0
C -1.5033 4.0658 0.3831 0.0 -0.1 0.0
C -2.1634 3.7526 -0.7930 0.0 0.0 0.0
C -3.1373 4.6236 -1.2691 0.0 0.0 0.0
C -3.4411 5.7807 -0.5691 0.0 0.0 0.0
C -2.7780 6.0750 0.6172 0.0 0.0 0.0
C -1.8094 5.2125 1.1034 0.0 0.0 0.0
C 1.1695 3.8757 0.9608 0.0 0.0 0.0
C 2.1176 3.6332 -0.0218 -0.1 -0.1 0.0
C 3.2961 4.3635 -0.0105 0.1 0.1 0.0
C 3.5162 5.3179 0.9744 0.0 0.0 -0.1
C 2.5688 5.5340 1.9659 0.0 0.0 0.0
C 1.3926 4.7986 1.9715 0.0 0.0 0.0
H -1.9228 2.8324 -1.3158 0.0 0.0 0.0
H -3.6545 4.3813 -2.1899 0.0 0.0 0.0
H -4.2020 6.4562 -0.9411 0.0 0.0 0.0
H -3.0192 6.9771 1.1657 0.0 0.0 0.0
H -1.2932 5.4392 2.0289 -0.1 0.0 -0.1
H 1.9312 2.8565 -0.7541 0.0 0.0 -0.1
H 4.0482 4.1749 -0.7658 0.0 0.0 0.0
H 4.4405 5.8819 0.9815 0.0 0.0 0.0
H 2.7551 6.2594 2.7480 0.0 0.0 0.0
H 0.6662 4.9278 2.7658 0.1 0.0 0.0

# 3
67
Properties=species:S:1:pos:R:3:forces:R:3 method="wB97M-V/def2-TZVPD" de_lowest_kcal_mol=20.5 spin_multiplicity=4 homo_lumo_gap_ev="7.565 / 5.386" charge=+1
Re -0.0964 -0.0687 0.0325 0.1 0.7 -1.9
Cl -0.1354 -0.2171 2.3258 -0.5 -0.1 2.0
C 1.4823 -0.1555 2.9308 1.6 0.1 0.2
C 1.7350 -0.5071 4.2440 -0.3 0.0 0.0
C 3.0358 -0.4440 4.7206 -0.1 0.1 -0.1
C 4.0678 -0.0201 3.8965 0.0 0.0 0.1
C 3.8084 0.3171 2.5799 -0.2 0.0 0.0
C 2.5107 0.2477 2.0819 -0.3 0.0 -0.1
P 2.1361 0.6704 0.3524 -0.2 -0.1 0.2
C 3.5887 0.1311 -0.5812 -0.2 0.0 0.0
C 4.5768 1.0410 -0.9467 -0.1 0.0 0.1
C 5.6931 0.5965 -1.6329 0.1 0.0 -0.1
C 5.8267 -0.7444 -1.9532 0.0 0.0 0.0
C 4.8520 -1.6537 -1.5717 0.0 0.0 0.0
C 3.7352 -1.2203 -0.8825 -0.1 0.1 0.0
C 2.0850 2.4733 0.2776 0.0 -0.2 -0.1
C 1.8717 3.0362 -0.9823 0.1 -0.1 0.2
C 1.7332 4.4039 -1.1040 0.0 0.0 0.0
C 1.7969 5.2063 0.0254 0.0 0.0 0.0
C 1.9876 4.6463 1.2780 0.0 0.1 0.1
C 2.1271 3.2756 1.4141 0.0 -0.2 -0.1
H 0.9249 -0.8352 4.8773 0.0 0.0 0.1
H 3.2349 -0.7298 5.7410 0.0 0.0 0.1
H 5.0746 0.0500 4.2805 0.1 0.0 0.0
H 4.6064 0.6323 1.9213 0.1 0.0 0.0
H 4.4747 2.0854 -0.6913 0.0 0.1 0.0
H 6.4575 1.3002 -1.9264 0.1 0.1 0.0
H 6.6940 -1.0826 -2.4995 0.1 0.0 0.0
H 4.9624 -2.6984 -1.8197 0.0 -0.1 0.0
H 2.9685 -1.9139 -0.5814 -0.1 -0.1 0.0
H 1.8080 2.3916 -1.8506 0.0 0.0 -0.1
H 1.5580 4.8424 -2.0754 0.0 0.0 0.0
H 1.6827 6.2749 -0.0696 0.0 0.1 0.0
H 2.0134 5.2755 2.1583 0.0 0.0 0.0
H 2.2671 2.8329 2.3920 0.0 0.0 0.0
Cl -3.4755 1.3426 -1.6456 -0.4 0.0 -0.8
C -2.9982 2.9122 -0.9915 0.6 0.6 0.6
C -1.7636 2.8118 -0.0455 -0.2 0.6 -0.7
O -1.0527 3.7824 0.0678 -0.2 0.2 -0.1
O -1.6113 1.6866 0.5422 0.5 -1.2 0.5
H -3.8446 3.3315 -0.4452 0.1 0.0 -0.1
H -2.7296 3.5581 -1.8248 -0.1 -0.1 0.0
Br -0.2777 0.1001 -2.3634 0.2 0.0 -0.2
C 0.9302 -4.2107 -0.7580 -0.2 -0.2 0.0
O 1.0103 -2.7756 -0.6605 0.5 -0.6 -0.3
C 0.0553 -2.1329 -0.0419 -0.1 1.7 0.3
O -0.9118 -2.6703 0.4854 -0.1 -0.9 0.2
H 0.4854 -4.4774 -1.7177 0.0 0.0 0.1
H 0.3255 -4.6013 0.0587 0.1 -0.1 -0.1
H 1.9510 -4.5789 -0.7024 0.0 0.0 0.0
C -5.0328 -0.3892 0.4472 -0.3 0.2 0.4
Te -2.8876 -0.6819 0.4059 -1.4 -1.2 -0.4
C -3.3409 -2.1326 -1.1082 0.1 -0.1 -0.1
C -4.8284 -2.2513 -1.2120 -0.1 0.2 0.1
C -5.3937 -3.2154 -2.0373 -0.1 0.0 0.0
C -6.7678 -3.3259 -2.1401 0.1 -0.1 0.0
C -7.5850 -2.4610 -1.4293 0.0 0.1 0.1
C -7.0245 -1.5008 -0.6060 0.0 0.0 0.0
C -5.6430 -1.3972 -0.4814 0.2 -0.3 -0.3
H -5.3341 0.6242 0.1895 0.3 0.1 0.0
H -5.3462 -0.5752 1.4742 0.1 0.0 0.1
H -2.8845 -3.0791 -0.8142 0.1 0.2 0.1
H -2.9020 -1.8131 -2.0609 0.1 0.1 0.3
H -4.7493 -3.8785 -2.5965 0.0 -0.1 -0.1
H -7.2007 -4.0856 -2.7730 0.0 0.0 -0.1
H -8.6579 -2.5336 -1.5177 -0.1 0.0 0.0
H -7.6593 -0.8218 -0.0593 -0.1 0.1 0.1

# 4
82
Properties=species:S:1:pos:R:3:forces:R:3 method="wB97M-V/def2-TZVPD" homo_lumo_gap_ev=7.202 charge=+1
O -4.2541 -1.9368 -0.6033 0.9 -1.9 0.8
S -4.5735 -3.3064 -0.1762 -2.7 3.4 -2.0
O -6.0182 -3.4649 -0.1168 1.9 -1.4 0.6
Cl -3.6719 -3.5745 1.6656 -0.2 -0.3 -0.9
C -3.8016 -4.4466 -1.4344 1.3 -0.4 0.4
C -2.7150 -3.5931 -2.1855 0.4 0.1 -0.1
C -1.6957 -4.4403 -3.0442 -0.2 0.0 0.5
C -0.3395 -3.6670 -3.2556 0.0 -1.0 0.4
N -0.4977 -2.2668 -3.7135 -0.3 3.6 -0.6
C -0.6270 -1.7377 -4.9714 0.1 -0.7 0.7
N -0.7075 -0.3639 -4.9207 -0.1 -0.5 0.7
C -0.8097 0.4500 -6.1298 -0.1 -0.7 -2.1
F -0.4073 -0.3819 -7.1738 -0.5 1.0 1.4
F -2.0819 0.8345 -6.4264 1.5 -0.4 0.9
C 0.1603 1.7011 -6.1737 1.9 2.3 -0.6
F 0.6476 1.9073 -7.4383 -1.1 -0.8 1.7
F 1.2762 1.5358 -5.3797 -1.8 -0.3 -0.8
F -0.4549 2.8578 -5.8112 0.4 -1.8 -0.2
C -0.6488 0.0835 -3.5524 0.2 -3.4 -0.3
Cl -0.6957 1.7350 -2.9695 -0.1 -2.1 -0.7
C -0.5101 -1.1614 -2.8430 -0.7 3.2 1.3
C -0.3645 -1.0404 -1.2975 1.2 -0.3 -0.2
C 1.1577 -0.5787 -1.0119 0.0 -0.8 -0.3
C 1.8191 -1.5964 -0.0094 0.0 0.4 -0.9
Cl 1.1631 -1.2542 1.6532 0.6 -0.5 -0.9
H -3.2861 -5.2517 -0.8377 -0.6 0.6 -0.6
H -4.5746 -4.9020 -2.1078 0.4 0.7 0.9
H -2.1249 -3.0477 -1.3997 -0.7 -0.5 -0.7
H -3.1965 -2.8151 -2.8326 0.3 -0.7 0.7
H -2.1372 -4.7438 -4.0305 0.4 0.2 0.9
H -1.4404 -5.3658 -2.4470 -0.1 0.8 -0.9
H 0.3245 -4.1972 -3.9828 -0.6 0.5 0.6
H 0.1994 -3.6190 -2.2664 -0.5 0.1 -1.1
H -0.6525 -2.3969 -5.8677 0.0 1.1 0.7
H -1.0989 -0.3016 -0.8829 0.5 -0.8 -0.6
H -0.4936 -2.0018 -0.7421 -0.2 0.8 -0.6
H 1.7263 -0.6653 -1.9874 -0.5 0.2 1.0
H 1.2138 0.4884 -0.6689 0.0 -1.1 -0.2
H 2.9451 -1.5636 -0.0553 -1.4 0.2 0.4
H 1.5177 -2.6328 -0.3256 0.3 0.9 0.5
C 1.4300 4.1895 4.2125 -0.1 0.1 0.2
C 1.3166 3.1523 3.3798 0.7 0.3 -0.3
C 0.1718 2.1982 3.4727 -0.7 -0.2 0.5
O 0.0965 1.2747 2.6758 0.2 0.4 -0.2
C -0.8152 2.4108 4.5225 0.3 -0.4 -0.2
C -0.7037 3.4464 5.3594 -0.8 -0.5 0.5
C 0.4251 4.4183 5.2515 0.5 0.3 -0.2
O 0.4797 5.3577 6.0211 -0.3 -0.2 0.1
O -1.6045 3.6581 6.3340 0.8 0.4 -0.4
O 2.2299 2.9169 2.4136 -0.7 -0.3 0.2
H 2.2527 4.8890 4.1542 0.0 0.0 0.0
H -1.6297 1.7023 4.5885 0.0 0.0 0.0
H -1.3039 4.4638 6.7975 -0.1 0.0 0.0
H 1.9187 2.1143 1.9533 0.1 0.0 0.1
C 5.2073 -3.7162 1.5359 -0.1 0.3 -0.4
C 5.9396 -4.1019 2.5872 -0.7 -0.8 0.1
C 7.1363 -3.3232 3.0323 0.6 0.5 0.0
O 7.7626 -3.6977 4.0033 -0.3 -0.3 -0.1
C 7.5045 -2.1334 2.2648 0.0 -0.2 0.2
C 6.7737 -1.7522 1.2134 0.6 0.7 -0.1
C 5.5627 -2.5160 0.7867 -0.4 -0.6 0.2
O 4.9115 -2.1214 -0.1705 0.4 0.2 0.0
O 7.0959 -0.6609 0.4903 -0.6 -0.7 0.1
O 5.6331 -5.2038 3.2901 0.6 0.8 -0.1
H 4.3387 -4.2692 1.2055 0.0 0.0 0.0
H 8.3816 -1.5881 2.5850 0.0 0.0 0.0
H 6.4177 -0.5996 -0.2080 0.1 0.1 0.0
H 6.3090 -5.2623 3.9939 -0.1 -0.1 0.0
C -2.8955 3.5823 1.5763 0.2 0.2 0.2
C -3.8315 3.5013 0.6268 0.4 -0.8 -0.2
C -4.8180 4.6026 0.4064 -0.4 0.7 0.1
O -5.6413 4.4944 -0.4829 0.2 -0.4 0.0
C -4.7499 5.7712 1.2828 -0.1 -0.2 -0.3
C -3.8151 5.8515 2.2357 -0.4 0.8 0.2
C -2.8125 4.7623 2.4373 0.2 -0.6 -0.1
O -1.9647 4.8796 3.3035 -0.2 0.5 -0.1
O -3.7350 6.9161 3.0550 0.4 -0.9 -0.2
O -3.9294 2.4237 -0.1775 -0.3 0.8 0.1
H -2.1745 2.7925 1.7440 0.0 0.0 0.0
H -5.4799 6.5530 1.1246 0.0 0.0 0.0
H -2.9817 6.7345 3.6491 -0.1 0.1 0.0
H -4.6806 2.6114 -0.7737 0.0 -0.1 0.0